(1)
ORCA calculation (wB97M-V/def2-TZVPD) on C63H133CoF10N7O11P3V as an isolated structure at a distorted geometry.

Geometry as ORCA input:
```
! RIJCOSX wB97M-V def2-TZVPD def2/J DEFGRID3
* xyz 1 7
V -0.02364 -2.96087 1.17397
Co -0.15228 -4.17427 -3.92697
P -0.24050 -0.44761 -0.66610
F 0.19845 1.05613 -0.41576
F 0.41243 -0.88069 0.75350
F -1.64018 -0.06231 -0.01455
F -0.83511 -1.93448 -0.66992
F -0.91583 -0.07274 -2.10797
F 1.08767 -0.90737 -1.38976
O 1.27883 -4.04232 -2.52539
P 2.11801 -4.28623 -1.27117
O 1.57482 -3.60652 -0.01935
F 3.60746 -3.79305 -1.58606
F 2.21692 -5.83674 -0.98163
O -1.19408 -4.25549 0.06504
P -2.12067 -4.49095 -1.11450
O -1.55823 -4.40717 -2.56688
F -3.29137 -3.41160 -0.88183
F -2.80579 -5.93699 -1.00471
C 3.37390 1.49096 -2.35108
C 4.91426 1.41824 -2.06388
C 5.58878 0.72871 -3.26461
C 7.10329 0.93373 -3.33632
C 7.51419 2.43804 -3.24541
C 6.82124 3.21497 -2.14888
N 5.38812 2.80865 -2.00191
O 4.63001 3.62789 -1.05852
C 7.52162 2.87823 -0.80706
C 6.80182 4.71692 -2.56674
C 5.04564 0.62609 -0.69111
H 3.03747 0.46808 -2.52032
H 3.17181 2.04474 -3.26791
H 2.78879 1.86255 -1.50986
H 5.52484 -0.35890 -3.29827
H 5.15998 1.06499 -4.20861
H 7.61616 0.51706 -4.20318
H 7.49180 0.42383 -2.45475
H 7.44920 2.81753 -4.26514
H 8.58984 2.49569 -3.07883
H 8.58102 3.13450 -0.81741
H 7.20244 3.61245 -0.06737
H 7.32708 1.87072 -0.43938
H 6.23952 5.34232 -1.87336
H 7.78315 5.16903 -2.71057
H 6.22970 4.78077 -3.49232
H 4.98427 1.32020 0.14707
H 6.01246 0.12406 -0.65484
H 4.36687 -0.18489 -0.42712
H 3.86090 3.94563 -1.53717
C -1.01434 5.34274 0.95488
C -1.17658 4.82846 -0.47432
C -2.09953 5.85349 -1.19541
C -2.15306 5.77457 -2.73760
C -0.71366 5.73941 -3.29871
C 0.17668 4.73855 -2.69360
N 0.07292 4.82533 -1.20139
O 0.93861 4.05698 -0.51217
C -0.08480 3.25431 -3.24265
C 1.65065 5.07551 -3.14112
C -1.87084 3.40989 -0.33812
H -0.37315 6.21812 0.85154
H -0.57370 4.60956 1.63044
H -2.02400 5.49623 1.33585
H -3.08442 5.61295 -0.79512
H -1.79439 6.82605 -0.80925
H -2.68570 6.62233 -3.16853
H -2.58746 4.80483 -2.98049
H -0.34467 6.76464 -3.32802
H -0.78953 5.56428 -4.37187
H -1.11665 3.10172 -3.55904
H 0.55970 3.09933 -4.10793
H 0.15781 2.51204 -2.48221
H 2.27593 4.24209 -2.82093
H 1.75932 5.21763 -4.21634
H 2.12574 5.90183 -2.61236
H -1.94988 3.00911 -1.34868
H -2.86686 3.53956 0.08524
H -1.26111 2.66336 0.17083
H 0.44218 3.23531 -0.51073
C -4.56864 -0.32837 -2.62113
C -5.69533 0.03544 -1.59789
C -6.93074 0.56197 -2.37943
C -8.18072 0.57109 -1.61819
C -8.41819 -0.85469 -1.07772
C -7.29740 -1.37643 -0.16021
N -6.01765 -1.17244 -0.79920
O -4.87090 -1.68848 -0.15710
C -7.28170 -0.81689 1.26668
C -7.58556 -2.92247 -0.14509
C -5.26109 1.29995 -0.72470
H -4.71763 -1.30423 -3.08331
H -3.56503 -0.35955 -2.19698
H -4.50852 0.41795 -3.41328
H -6.72224 1.53717 -2.81947
H -7.09361 -0.00024 -3.29894
H -9.02219 0.85192 -2.25156
H -8.23282 1.24092 -0.75987
H -8.41423 -1.37204 -2.03711
H -9.33415 -0.81395 -0.48827
H -6.66300 0.06696 1.42198
H -8.28832 -0.46575 1.49361
H -7.25206 -1.52139 2.09788
H -8.63252 -3.15759 0.04647
H -7.36947 -3.36992 -1.11525
H -6.89957 -3.45087 0.51696
H -5.17731 2.21694 -1.30798
H -4.32426 1.16002 -0.18539
H -5.97171 1.52271 0.07122
H -4.63765 -2.49477 -0.62303
C 2.11045 -1.93158 -4.94829
C 0.80469 -1.31699 -5.51210
C 0.97950 -1.30527 -7.07800
C -0.38304 -1.03462 -7.87870
C -1.44701 -1.99459 -7.34675
C -1.74853 -1.87368 -5.82672
N -0.42108 -2.06371 -5.09872
O -0.59573 -2.05485 -3.73526
C -2.46191 -0.47842 -5.61761
C -2.74782 -3.06563 -5.51688
C 0.87559 0.15829 -5.04994
H 2.95536 -1.29145 -5.20218
H 2.29154 -2.96815 -5.23258
H 2.06800 -2.04990 -3.86556
H 1.50529 -0.38646 -7.33771
H 1.66354 -2.11309 -7.33803
H -0.10657 -1.27825 -8.90452
H -0.81019 -0.03212 -7.85337
H -1.03510 -2.98003 -7.56432
H -2.37138 -1.76274 -7.87580
H -2.08897 0.39519 -6.15223
H -3.51810 -0.49188 -5.88664
H -2.51562 -0.32518 -4.53977
H -3.42674 -3.41073 -6.29667
H -2.16542 -3.98162 -5.41749
H -3.41709 -2.89807 -4.67302
H 0.17818 0.81620 -5.56847
H 1.84369 0.56930 -5.33621
H 0.90709 0.28607 -3.96792
H -0.58229 -1.15400 -3.40376
C 0.34262 -6.05525 2.32004
C 1.49952 -5.43998 3.05018
C 2.72464 -6.11059 2.40360
C 4.07195 -5.50437 2.77429
C 4.03859 -4.07343 2.44621
C 2.87989 -3.27468 3.08832
N 1.56731 -3.97941 2.81912
O 0.51712 -3.27051 3.33592
C 3.27125 -2.90975 4.46020
C 2.84557 -1.92291 2.38618
C 1.38584 -5.85342 4.56283
H 0.35909 -5.74664 1.27477
H -0.60890 -5.71438 2.72811
H 0.23817 -7.14020 2.32898
H 2.64730 -7.18309 2.58213
H 2.63766 -6.00014 1.32270
H 4.81422 -6.02743 2.17134
H 4.33759 -5.78467 3.79359
H 4.16900 -3.96004 1.36999
H 5.01154 -3.81686 2.86529
H 4.21555 -2.36626 4.42832
H 2.54563 -2.27809 4.97263
H 3.38500 -3.77689 5.11077
H 2.88195 -1.92733 1.29680
H 2.03469 -1.27261 2.71434
H 3.66211 -1.25155 2.65196
H 1.32584 -6.92838 4.73301
H 0.48201 -5.40666 4.97705
H 2.16070 -5.43011 5.20198
H 0.70224 -3.25902 4.27783
C -3.80096 0.17116 2.90815
C -2.61965 -0.57026 3.50564
C -2.78754 -0.50671 5.06862
C -3.87724 -1.43543 5.54206
C -3.59882 -2.94141 5.27590
C -3.35105 -3.07758 3.67196
N -2.43134 -2.06344 3.14267
O -2.26603 -2.22536 1.77287
C -2.75659 -4.55973 3.55241
C -4.74999 -3.09652 3.04888
C -1.36727 0.20017 3.08144
H -3.88676 0.21259 1.82232
H -3.82125 1.19973 3.26833
H -4.80376 -0.19386 3.13009
H -1.88891 -0.86239 5.57265
H -2.94046 0.51946 5.40285
H -4.79173 -1.25657 4.97654
H -4.20986 -1.30784 6.57220
H -4.43941 -3.56092 5.58850
H -2.69939 -3.25054 5.80841
H -2.49718 -4.75822 2.51250
H -1.80263 -4.79833 4.02266
H -3.50988 -5.23890 3.95163
H -4.75504 -3.35155 1.98914
H -5.37719 -3.82128 3.56795
H -5.29937 -2.16058 3.15027
H -1.40629 0.63704 2.08358
H -0.48675 -0.41442 3.26872
H -1.18460 1.08857 3.68600
H -3.05024 -1.79149 1.42881
C 2.41180 3.13182 7.12599
C 2.24108 3.16054 5.60762
C 2.39905 4.71111 5.24797
C 2.43003 5.09384 3.78413
C 3.44251 4.14617 3.00902
C 3.38555 2.60711 3.37540
N 3.29506 2.38311 4.87539
O 3.46264 1.07925 5.22552
C 2.28104 1.94666 2.51198
C 4.77540 2.05174 2.87715
C 0.77156 2.68759 5.30720
H 3.46365 3.34794 7.31306
H 2.18035 2.12587 7.47610
H 1.70760 3.68340 7.74885
H 1.50753 5.12856 5.71598
H 3.33111 4.86771 5.79096
H 2.72237 6.12159 3.56879
H 1.41639 5.06286 3.38455
H 4.39360 4.65775 2.86138
H 2.92398 4.27407 2.05882
H 1.34178 2.49238 2.60185
H 2.54175 2.04797 1.45847
H 1.88271 0.98551 2.83696
H 5.52918 2.04396 3.66445
H 4.72711 1.05127 2.44722
H 5.30929 2.64174 2.13220
H 0.76641 1.62585 5.55377
H 0.34800 2.77792 4.30693
H 0.11222 3.14016 6.04785
H 4.37290 0.98672 5.51613
*
```

gap between HOMO and LUMO (spin up / spin down): 5.58 / 5.09 eV
HOMO (spin up / spin down): -0.3442 / -0.3442 hartree
⟨S²⟩: 12.007
E_tot: -218796.29857 eV
largest force on an atom: 3.88 eV/Å



(2)
ORCA calculation (wB97M-V/def2-TZVPD) on a 7-piece molecular cluster, C63H133N7O7 overall at a distorted geometry.

Geometry as ORCA input:
```
! RIJCOSX wB97M-V def2-TZVPD def2/J DEFGRID3
* xyz 0 1
C 4.25467 -38.67659 -22.58315
C 4.16918 -37.27303 -23.15126
C 2.64208 -37.04395 -23.32069
C 4.57314 -36.19315 -22.09969
C 6.10595 -35.99299 -21.90283
C 6.76197 -35.76343 -23.19783
C 6.43956 -36.79539 -24.32814
C 6.90815 -36.14634 -25.59610
C 7.10603 -38.16998 -24.16791
N 4.94168 -37.01587 -24.35107
O 4.45872 -37.63459 -25.47238
H 5.20573 -38.81263 -22.06831
H 3.51934 -39.07533 -21.88429
H 4.34087 -39.46137 -23.33466
H 2.25264 -36.16930 -23.84168
H 2.32796 -37.92093 -23.88666
H 2.21795 -37.06879 -22.31690
H 4.00982 -35.28335 -22.30711
H 4.24323 -36.47633 -21.10016
H 6.14153 -35.11704 -21.25510
H 6.65281 -36.78941 -21.39809
H 7.81906 -35.77790 -22.93239
H 6.62184 -34.69673 -23.37278
H 6.78737 -36.72632 -26.51106
H 7.95104 -35.85273 -25.47679
H 6.31130 -35.25134 -25.77172
H 7.20344 -38.45582 -23.12057
H 8.05754 -38.24860 -24.69381
H 6.54947 -39.01850 -24.56583
H 3.95834 -36.99715 -25.98706
C 4.27948 -33.05523 -19.21478
C 5.71829 -32.55682 -18.86038
C 5.51375 -31.27123 -17.95478
C 6.33419 -33.79310 -18.12939
C 7.82376 -33.56796 -17.98316
C 8.41565 -33.53217 -19.38936
C 7.92189 -32.28675 -20.14715
C 8.50994 -30.87873 -19.62694
C 8.43949 -32.47723 -21.63116
N 6.38615 -32.28902 -20.10423
O 5.97811 -31.17229 -20.70035
H 4.30645 -33.75682 -20.04855
H 3.73066 -33.48359 -18.37609
H 3.70154 -32.20626 -19.57993
H 5.11474 -31.58780 -16.99110
H 6.51842 -30.88527 -17.78225
H 4.90708 -30.53604 -18.48350
H 6.02021 -33.71358 -17.08862
H 6.09493 -34.79555 -18.48426
H 8.03494 -32.70822 -17.34729
H 8.31335 -34.38927 -17.45983
H 8.21979 -34.48062 -19.88955
H 9.48676 -33.34901 -19.30411
H 7.97506 -29.99205 -19.96725
H 9.58775 -30.81599 -19.77696
H 8.32717 -30.83212 -18.55338
H 8.01764 -33.29850 -22.21052
H 9.52306 -32.56576 -21.70953
H 8.26028 -31.54902 -22.17376
H 5.59709 -31.57122 -21.48604
C 5.09015 -36.47123 -15.35223
C 3.68722 -36.94017 -14.82591
C 3.79265 -37.32902 -13.30261
C 2.62104 -35.77205 -14.93875
C 2.01421 -35.56276 -16.31281
C 1.37673 -36.79710 -16.87267
C 2.35840 -37.99801 -16.87910
C 1.53786 -39.31384 -17.00130
C 3.32586 -37.83472 -18.15437
N 3.08145 -38.11500 -15.52380
O 4.06469 -39.06495 -15.69424
H 5.46142 -36.03072 -14.42691
H 5.70563 -37.28749 -15.73036
H 4.93568 -35.73912 -16.14485
H 4.38086 -38.24546 -13.25527
H 4.33499 -36.56012 -12.75236
H 2.92429 -37.51626 -12.67096
H 1.78772 -36.02931 -14.28493
H 3.03865 -34.81818 -14.61651
H 1.31226 -34.72985 -16.27272
H 2.86512 -35.19347 -16.88523
H 1.28401 -36.52225 -17.92336
H 0.44685 -36.94102 -16.32249
H 0.88426 -39.09895 -17.84671
H 0.85981 -39.41486 -16.15386
H 2.20406 -40.17297 -17.07992
H 2.87018 -37.97381 -19.13473
H 4.21973 -38.45619 -18.10078
H 3.62384 -36.78643 -18.13467
H 3.95035 -39.65176 -14.94313
C 9.16384 -25.76835 -17.09158
C 8.31351 -26.97212 -17.32081
C 9.05081 -28.20227 -16.77510
C 7.08004 -26.84038 -16.43179
C 5.96903 -25.88844 -16.93607
C 5.59499 -26.52158 -18.27819
C 6.73320 -26.59626 -19.35055
C 6.20694 -27.54170 -20.51732
C 6.96849 -25.17376 -19.88501
N 7.96282 -27.15536 -18.74741
O 9.02294 -27.35353 -19.63260
H 8.70001 -24.87138 -17.50194
H 9.35408 -25.39518 -16.08527
H 10.14876 -25.77377 -17.55847
H 9.52682 -27.93277 -15.83229
H 8.42568 -29.09351 -16.72031
H 9.95323 -28.53524 -17.28780
H 6.63261 -27.80792 -16.20426
H 7.35870 -26.46379 -15.44759
H 5.05057 -26.01989 -16.36401
H 6.30998 -24.85315 -16.94076
H 4.79167 -25.92861 -18.71542
H 5.05214 -27.45513 -18.13020
H 7.02661 -27.70871 -21.21613
H 5.29430 -27.22882 -21.02457
H 6.07671 -28.55374 -20.13402
H 7.16743 -24.47210 -19.07496
H 6.13172 -24.76789 -20.45350
H 7.84916 -25.08900 -20.52169
H 8.86441 -28.28170 -19.81961
C 7.05583 -31.68543 -25.58241
C 5.87544 -30.86207 -25.08201
C 6.50924 -29.61604 -24.33465
C 5.07235 -30.41678 -26.41832
C 3.80696 -29.62862 -26.15968
C 2.89730 -30.56811 -25.34043
C 3.53780 -31.13992 -24.00898
C 3.48622 -30.04545 -22.92454
C 2.64348 -32.34817 -23.53771
N 4.92972 -31.60650 -24.25316
O 5.47335 -32.18209 -23.21218
H 7.85951 -31.10075 -26.03001
H 7.49132 -32.33362 -24.82195
H 6.78705 -32.43963 -26.32203
H 7.50020 -29.86824 -23.95716
H 6.65352 -28.67462 -24.86476
H 6.04949 -29.41370 -23.36728
H 5.81823 -29.87410 -26.99906
H 4.84443 -31.35044 -26.93254
H 4.00778 -28.79613 -25.48533
H 3.22844 -29.21767 -26.98705
H 2.44926 -31.29666 -26.01613
H 2.13314 -29.81842 -25.13518
H 3.79211 -29.02755 -23.16621
H 4.05539 -30.33420 -22.04093
H 2.47019 -29.83655 -22.58962
H 1.63533 -31.98736 -23.33385
H 3.04719 -32.74760 -22.60735
H 2.64139 -33.14565 -24.28075
H 6.01753 -32.86133 -23.61727
C 0.19430 -27.71755 -14.31552
C 1.25661 -28.38968 -15.24574
C 2.50590 -27.48580 -15.20315
C 1.60161 -29.73553 -14.67385
C 2.36976 -30.68738 -15.60990
C 1.67771 -30.81748 -16.95164
C 1.29032 -29.47774 -17.63458
C 2.59814 -28.85072 -18.29482
C 0.28704 -29.82159 -18.73757
N 0.70396 -28.54701 -16.65352
O 0.41022 -27.27547 -17.21872
H -0.71624 -28.31664 -14.30474
H 0.46415 -27.63117 -13.26299
H -0.11936 -26.73204 -14.65973
H 2.10296 -26.54691 -15.58292
H 2.87486 -27.36520 -14.18461
H 3.33132 -27.57589 -15.90932
H 2.21288 -29.69390 -13.77234
H 0.73991 -30.28978 -14.30185
H 3.36049 -30.23455 -15.64886
H 2.56929 -31.67380 -15.19125
H 0.78625 -31.42637 -16.80111
H 2.35776 -31.42787 -17.54582
H 2.59322 -27.80205 -18.59207
H 2.88177 -29.23803 -19.27340
H 3.39507 -29.00103 -17.56652
H 0.14531 -28.99305 -19.43148
H -0.73813 -29.92223 -18.38119
H 0.47441 -30.70969 -19.34111
H -0.54264 -27.32697 -17.11388
C 11.35773 -37.11726 -16.76634
C 11.44525 -37.64197 -15.32346
C 11.98990 -39.05307 -15.25936
C 12.39661 -36.77369 -14.49665
C 11.95673 -35.43147 -13.96185
C 10.50374 -35.57450 -13.33851
C 9.43100 -36.46169 -14.13041
C 8.29328 -36.69424 -13.10069
C 8.81305 -35.69824 -15.33561
N 10.12936 -37.66856 -14.61021
O 9.21962 -38.67014 -15.00355
H 10.56462 -37.64461 -17.29642
H 11.33887 -36.05232 -16.99795
H 12.29454 -37.44419 -17.21755
H 12.07121 -39.48480 -14.26181
H 11.36385 -39.69661 -15.87745
H 12.99581 -39.17742 -15.66035
H 12.68440 -37.35046 -13.61766
H 13.36139 -36.52592 -14.93923
H 12.75958 -34.88009 -13.47246
H 11.86654 -34.83599 -14.87034
H 10.13436 -34.54943 -13.30865
H 10.70739 -35.95782 -12.33866
H 8.61896 -37.23233 -12.21047
H 7.49320 -37.22252 -13.61924
H 8.00529 -35.72071 -12.70396
H 9.65387 -35.33787 -15.92830
H 8.15913 -34.85220 -15.12417
H 8.31861 -36.33210 -16.07170
H 9.33665 -39.29287 -14.28236
*
```

SMILES: CC1(C)CCCC(C)(C)N1O.CC1(C)CCCC(C)(C)N1O.CC1(C)CCCC(C)(C)N1O.CC1(C)CCCC(C)(C)N1O.CC1(C)CCCC(C)(C)N1O.CC1(C)CCCC(C)(C)N1O.CC1(C)CCCC(C)(C)N1O
gap between HOMO and LUMO: 8.40 eV
ΔE to the lowest compared entry with this formula, charge and spin: 139.5 kcal/mol
HOMO: -0.2896 hartree
E_tot: -92238.34970 eV
largest force on an atom: 5.87 eV/Å